[1]
DFT (ωB97M-V/def2-TZVPD) results for an isolated molecule of C22H24N2O4.

Last column: natural (NBO) charge in e.
Element x y z (Å)
1 C -1.934 3.201 -3.379  -0.64
2 C -2.193 3.788 -1.998  -0.07
3 H -3.163 4.288 -1.958  0.19
4 H -1.399 4.494 -1.730  0.20
5 O -2.260 2.766 -1.009  -0.50
6 C -1.092 2.335 -0.505  0.80
7 O -0.025 2.823 -0.835  -0.65
8 C -1.264 1.229 0.439  -0.30
9 C -0.192 0.395 0.791  0.29
10 N 1.079 0.619 0.348  -0.61
11 H 1.160 1.526 -0.114  0.43
12 C 1.786 -0.390 -0.435  -0.24
13 C 1.300 -0.292 -1.860  -0.11
14 C 0.356 -1.171 -2.358  -0.18
15 C -0.181 -0.999 -3.624  -0.24
16 C 0.225 0.074 -4.393  -0.19
17 C 1.164 0.972 -3.911  -0.32
18 C 1.707 0.800 -2.644  0.39
19 O 2.628 1.626 -2.076  -0.52
20 C 2.932 2.839 -2.718  -0.25
21 H 2.035 3.451 -2.845  0.19
22 H 3.413 2.677 -3.688  0.17
23 H 3.626 3.354 -2.055  0.20
24 H 1.460 1.806 -4.528  0.22
25 H -0.193 0.226 -5.377  0.21
26 H -0.916 -1.694 -4.000  0.21
27 H 0.032 -1.998 -1.742  0.21
28 H 2.855 -0.172 -0.377  0.22
29 H 1.585 -1.385 -0.041  0.21
30 C -0.473 -0.690 1.685  -0.05
31 C 0.525 -1.484 2.265  -0.26
32 C 0.211 -2.534 3.107  0.30
33 C -1.138 -2.814 3.389  -0.28
34 C -2.126 -2.015 2.879  -0.17
35 C -1.826 -0.925 2.045  0.13
36 N -2.842 -0.123 1.648  -0.44
37 C -2.557 0.909 0.917  0.12
38 H -3.387 1.546 0.644  0.20
39 H -3.162 -2.192 3.120  0.23
40 H -1.409 -3.643 4.024  0.22
41 O 1.275 -3.237 3.589  -0.49
42 C 1.083 -4.217 4.589  -0.06
43 C 0.802 -3.612 5.961  -0.64
44 H 1.615 -2.947 6.243  0.22
45 H -0.121 -3.037 5.951  0.21
46 H 0.719 -4.403 6.701  0.22
47 H 2.031 -4.763 4.611  0.19
48 H 0.291 -4.919 4.301  0.17
49 H 1.567 -1.262 2.100  0.23
50 H -1.923 3.996 -4.119  0.21
51 H -2.712 2.485 -3.633  0.21
52 H -0.974 2.688 -3.391  0.22

Summary:
- max |F| (hartree/bohr) = 0.014
- HOMO (eV) = -7.75
- SMILES = CCOC(=O)c1cnc2ccc(OCC)cc2c1NCc1ccccc1OC
- energy relative to the best compared isomer or geometry (same formula, charge and spin) (eV) = 1.970
- 2S+1 = 1

***

[2]
DFT (ωB97M-V/def2-TZVPD) results for the ion CH4NO2 with charge +1 in a non-equilibrium geometry.

Last column: natural (NBO) charge in e.
Element x y z (Å)
1 C -1.231 0.104 0.103  -0.58
2 N -0.019 0.612 0.040  0.28
3 O 2.249 0.182 0.057  -0.32
4 O 1.026 -0.340 0.131  0.06
5 H -1.894 0.727 0.702  0.32
6 H -1.552 -0.991 0.388  0.30
7 H -1.555 0.180 -1.044  0.39
8 H 2.976 -0.474 -0.378  0.55

Summary:
- max |F| (hartree/bohr) = 0.149
- HOMO (spin up / spin down) (eV) = -17.36 / -17.36
- energy relative to the best compared isomer or geometry (same formula, charge and spin) (eV) = 8.306
- charge = +1
- 2S+1 = 1

***

[3]
DFT (ωB97M-V/def2-TZVPD) results for a cluster of 6 separate species, C30H79N6O10 in total in a non-equilibrium geometry.

Last column: Löwdin charge in e.
Element x y z (Å)
1 N 40.225 12.841 3.804  0.30
2 H 39.579 12.375 3.201  0.11
3 H 41.197 12.991 3.370  0.13
4 H 40.319 12.285 4.474  0.01
5 H 39.808 13.685 4.044  0.10
6 C 39.601 13.478 1.506  -0.10
7 O 40.807 13.212 2.087  -0.30
8 C 41.908 13.228 1.192  -0.13
9 C 43.096 12.637 1.966  -0.22
10 N 44.160 12.081 1.178  -0.05
11 C 44.833 13.073 0.306  -0.15
12 C 46.034 12.388 -0.423  -0.17
13 O 46.431 13.252 -1.500  -0.17
14 C 47.636 12.800 -2.121  -0.06
15 H 39.642 14.159 0.872  0.01
16 H 38.850 13.798 2.355  0.12
17 H 38.889 12.834 0.858  0.15
18 H 42.153 14.050 0.883  0.01
19 H 41.593 12.701 0.210  0.18
20 H 42.744 11.887 2.653  0.03
21 H 43.411 13.321 2.776  0.12
22 H 43.775 11.256 0.537  0.17
23 H 44.802 13.936 0.731  0.06
24 H 44.085 13.242 -0.359  0.08
25 H 45.631 11.543 -0.909  0.09
26 H 46.951 11.861 0.133  0.16
27 H 48.388 12.569 -1.324  0.11
28 H 47.905 13.439 -2.830  0.06
29 H 47.574 11.948 -2.447  -0.01
30 C 43.884 13.894 7.752  -0.05
31 O 43.792 14.571 6.379  -0.24
32 C 42.426 14.996 6.070  -0.18
33 C 42.477 15.585 4.640  -0.21
34 N 41.178 16.003 4.243  -0.05
35 C 41.002 16.367 2.796  -0.14
36 C 41.729 17.648 2.377  -0.26
37 O 41.353 18.250 1.189  -0.20
38 C 42.226 19.329 0.734  -0.08
39 H 43.367 12.932 7.914  0.06
40 H 43.590 14.614 8.541  0.07
41 H 45.124 13.876 7.588  0.16
42 H 41.846 15.535 6.858  0.12
43 H 41.777 14.113 5.968  0.09
44 H 42.842 14.953 4.027  0.03
45 H 43.157 16.365 4.603  0.11
46 H 40.848 16.812 4.749  0.10
47 H 39.994 16.573 2.637  0.09
48 H 41.544 15.486 2.112  0.17
49 H 42.676 17.541 2.265  0.04
50 H 41.555 18.397 3.441  0.19
51 H 41.931 20.027 -0.276  0.15
52 H 43.256 18.946 0.409  0.10
53 H 42.090 19.964 1.587  0.06
54 C 44.003 11.490 4.701  -0.06
55 O 42.799 11.187 3.964  -0.26
56 C 42.582 9.792 3.772  -0.21
57 C 41.244 9.375 3.288  -0.20
58 N 40.217 9.566 4.316  -0.06
59 C 38.860 9.702 3.822  -0.19
60 C 37.795 10.053 4.880  -0.22
61 O 36.646 10.404 4.176  -0.14
62 C 35.752 10.831 5.094  -0.19
63 H 44.440 12.453 4.597  0.08
64 H 44.820 10.707 4.470  0.13
65 H 44.059 11.227 5.748  0.07
66 H 42.792 9.409 4.770  0.13
67 H 43.176 9.321 3.012  0.13
68 H 41.152 8.257 3.080  0.15
69 H 41.042 9.746 2.244  0.14
70 H 40.283 8.756 4.929  0.13
71 H 38.553 8.756 3.446  0.11
72 H 38.723 10.353 3.012  0.09
73 H 38.065 10.923 5.445  0.10
74 H 37.801 9.206 5.517  0.12
75 H 35.375 10.085 5.781  0.08
76 H 34.746 11.078 4.642  0.11
77 H 36.028 11.627 5.855  0.11
78 C 33.259 13.647 -2.826  -0.14
79 O 32.997 14.338 -1.643  -0.17
80 C 33.900 13.828 -0.573  -0.13
81 C 33.622 14.525 0.806  -0.20
82 N 34.425 13.972 1.840  -0.09
83 C 35.662 14.625 1.947  -0.22
84 C 36.264 14.045 3.253  -0.23
85 O 37.455 14.605 3.682  -0.24
86 C 37.311 15.898 4.239  -0.06
87 H 32.443 13.922 -3.562  0.13
88 H 33.164 12.533 -2.675  0.09
89 H 34.174 13.412 -3.018  0.01
90 H 34.742 13.818 -0.924  0.01
91 H 33.678 12.689 -0.428  0.15
92 H 32.574 14.409 1.284  0.15
93 H 33.543 15.593 0.705  0.11
94 H 34.622 12.926 1.699  0.16
95 H 35.811 15.651 2.011  0.10
96 H 36.398 14.364 1.141  0.13
97 H 36.428 12.947 3.209  0.12
98 H 35.577 14.164 4.100  0.13
99 H 37.212 16.696 3.487  0.10
100 H 38.313 16.013 4.871  0.13
101 H 36.573 15.957 4.818  0.00
102 C 40.729 10.852 7.306  -0.05
103 O 40.148 12.229 7.078  -0.27
104 C 39.444 12.693 8.248  -0.17
105 C 38.951 14.157 8.027  -0.26
106 N 38.268 14.634 9.142  -0.09
107 C 38.215 16.062 9.100  -0.20
108 C 37.097 16.501 10.020  -0.25
109 O 36.781 17.876 9.854  -0.19
110 C 35.723 18.372 10.712  -0.06
111 H 41.504 10.828 6.488  0.07
112 H 39.960 10.109 7.258  0.06
113 H 41.313 10.908 8.297  0.10
114 H 40.308 12.671 9.055  0.16
115 H 38.519 12.171 8.346  0.12
116 H 38.439 14.114 7.322  -0.01
117 H 39.803 14.782 7.680  0.12
118 H 38.773 14.177 10.015  0.18
119 H 37.822 16.314 8.079  0.14
120 H 39.231 16.391 9.315  0.13
121 H 37.299 16.256 11.121  0.14
122 H 36.314 15.788 9.965  0.10
123 H 35.078 17.661 10.644  0.01
124 H 35.471 19.435 10.532  0.11
125 H 36.062 18.325 11.775  0.10

Summary:
- max |F| (hartree/bohr) = 0.279
- HOMO (eV) = -10.93
- energy relative to the best compared isomer or geometry (same formula, charge and spin) (eV) = 7.913
- charge = +1
- 2S+1 = 1

***

[4]
DFT (ωB97M-V/def2-TZVPD) results for a structure of composition C15H24InNO2.

Last column: natural (NBO) charge in e.
Element x y z (Å)
1 In -1.192 -0.358 -2.245  0.96
2 C 2.717 -1.053 -0.432  -0.68
3 C 1.968 0.102 0.165  0.08
4 C 1.858 1.297 -0.503  -0.02
5 C 2.595 1.535 -1.791  -0.66
6 C 1.049 2.342 0.062  0.25
7 C 0.777 3.564 -0.738  -0.70
8 C 0.471 2.218 1.363  0.00
9 C -0.223 3.393 1.987  -0.66
10 C 0.573 1.016 2.027  0.02
11 C -0.110 0.797 3.345  -0.66
12 C 1.393 -0.019 1.470  0.22
13 C 1.717 -1.211 2.297  -0.69
14 H 3.775 -1.027 -0.155  0.26
15 H 2.672 -1.030 -1.519  0.24
16 H 2.318 -2.009 -0.098  0.23
17 H 2.018 1.195 -2.657  0.23
18 H 3.541 1.000 -1.798  0.25
19 H 2.819 2.588 -1.941  0.25
20 H 1.553 4.313 -0.524  0.29
21 H -0.175 4.019 -0.479  0.25
22 H 0.814 3.374 -1.807  0.25
23 H -1.285 3.420 1.723  0.25
24 H 0.219 4.335 1.669  0.24
25 H -0.158 3.353 3.071  0.25
26 H 0.538 1.087 4.177  0.26
27 H -0.383 -0.246 3.488  0.24
28 H -1.019 1.387 3.417  0.25
29 H 0.981 -2.002 2.097  0.27
30 H 1.672 -0.996 3.360  0.26
31 H 2.696 -1.619 2.055  0.26
32 N -3.318 -1.673 -2.850  -0.94
33 C -3.820 -2.767 -1.994  -0.24
34 C -2.748 -3.779 -1.608  -0.45
35 C -1.837 -3.165 -0.484  0.77
36 O -1.737 -4.048 0.389  -0.16
37 O -1.363 -2.037 -0.569  -0.75
38 H -4.026 -0.941 -2.867  0.40
39 H -3.259 -1.989 -3.816  0.40
40 H -4.601 -3.338 -2.503  0.24
41 H -4.285 -2.332 -1.110  0.23
42 H -2.010 -3.978 -2.390  0.26
43 H -3.188 -4.718 -1.286  0.28

Summary:
- max |F| (hartree/bohr) = 0.012
- HOMO (spin up / spin down) (eV) = -15.36 / -15.34
- energy relative to the best compared isomer or geometry (same formula, charge and spin) (eV) = 0.057
- charge = +2
- 2S+1 = 1

***

[5]
DFT (ωB97M-V/def2-TZVPD) results for a cluster of 2 separate species, C2H6O2 in total.

Last column: natural (NBO) charge in e.
Element x y z (Å)
1 C -0.786 -0.441 -1.448  -0.56
2 C 0.436 0.084 -1.477  0.16
3 O 1.112 0.533 -0.397  -0.68
4 H -1.253 -0.587 -2.412  0.21
5 H -1.308 -0.618 -0.516  0.20
6 H 0.925 0.193 -2.434  0.17
7 H 0.462 0.624 0.295  0.49
8 H -0.980 0.260 3.289  0.48
9 H -0.505 -1.042 2.618  0.48
10 O -0.595 -0.097 2.486  -0.95

Summary:
- max |F| (hartree/bohr) = 0.017
- HOMO (eV) = -8.84
- SMILES = C=CO.O
- energy relative to the best compared isomer or geometry (same formula, charge and spin) (eV) = 0.899
- 2S+1 = 1

***

[6]
DFT (ωB97M-V/def2-TZVPD) results for a structure of composition C4H9NOP in a non-equilibrium geometry.

Last column: natural (NBO) charge in e.
Element x y z (Å)
1 C -1.045 -1.534 -0.025  0.02
2 C 0.084 -0.780 -0.019  0.15
3 C 1.475 -1.291 0.037  -0.63
4 C 0.908 1.514 -0.004  -0.46
5 N -0.195 0.581 -0.148  -0.74
6 O -2.246 -0.695 -0.060  -0.76
7 P -1.828 0.795 0.003  1.69
8 H -1.420 -2.556 -0.238  0.27
9 H 1.980 -0.986 -0.796  0.23
10 H 1.975 -0.913 0.985  0.25
11 H 1.300 -2.455 0.020  0.26
12 H 1.667 1.505 -0.731  0.24
13 H 1.366 1.406 1.015  0.22
14 H 0.756 2.653 -0.130  0.26
15 H -2.134 1.355 1.176  -0.04
16 H -2.644 1.402 -1.084  0.03

Summary:
- max |F| (hartree/bohr) = 0.083
- HOMO (eV) = -13.07
- energy relative to the best compared isomer or geometry (same formula, charge and spin) (eV) = 1.677
- charge = +1
- 2S+1 = 1

***

[7]
DFT (ωB97M-V/def2-TZVPD) results for the ion C17H29N2O2 with charge +1.

Last column: natural (NBO) charge in e.
Element x y z (Å)
1 C 3.338 -1.446 4.121  -0.24
2 H 3.526 -1.109 5.139  0.20
3 H 3.310 -2.536 4.099  0.18
4 H 4.132 -1.088 3.464  0.19
5 O 2.084 -0.887 3.780  -0.49
6 C 1.450 -1.193 2.626  0.26
7 C 0.126 -0.765 2.574  -0.24
8 C -0.663 -0.958 1.457  -0.25
9 C -0.136 -1.583 0.337  -0.06
10 C 1.173 -2.046 0.386  -0.31
11 C 1.981 -1.867 1.503  0.31
12 O 3.273 -2.294 1.562  -0.51
13 C 3.796 -3.068 0.507  -0.25
14 H 3.209 -3.976 0.344  0.18
15 H 4.801 -3.342 0.823  0.21
16 H 3.857 -2.494 -0.423  0.18
17 H 1.566 -2.578 -0.467  0.22
18 C -0.986 -1.775 -0.896  -0.24
19 H -0.372 -2.077 -1.748  0.20
20 H -1.692 -2.587 -0.701  0.23
21 N -1.754 -0.557 -1.204  -0.66
22 H -2.725 -0.812 -1.353  0.39
23 H -1.643 0.717 -0.252  0.51
24 C -1.341 0.281 -2.344  -0.04
25 C -2.385 1.404 -2.443  -0.42
26 H -2.277 1.926 -3.393  0.24
27 H -3.388 0.974 -2.427  0.22
28 C -2.230 2.403 -1.274  -0.04
29 N -1.341 1.773 -0.253  -0.46
30 C 0.035 1.671 -0.782  -0.23
31 H 0.614 1.065 -0.081  0.24
32 C 0.016 0.994 -2.161  -0.24
33 C 1.259 0.135 -2.371  -0.61
34 H 1.400 -0.568 -1.558  0.22
35 H 2.136 0.775 -2.419  0.23
36 H 1.189 -0.408 -3.309  0.22
37 H 0.035 1.763 -2.941  0.22
38 H 0.482 2.666 -0.833  0.22
39 C -1.356 2.391 1.074  -0.42
40 H -1.089 3.445 1.004  0.22
41 H -2.338 2.298 1.529  0.23
42 H -0.632 1.884 1.709  0.24
43 C -3.593 2.771 -0.705  -0.63
44 H -3.531 3.581 0.015  0.23
45 H -4.069 1.911 -0.238  0.22
46 H -4.230 3.108 -1.518  0.24
47 H -1.730 3.316 -1.613  0.22
48 H -1.317 -0.297 -3.278  0.21
49 H -1.698 -0.653 1.477  0.21
50 H -0.270 -0.289 3.457  0.23

Summary:
- max |F| (hartree/bohr) = 0.013
- HOMO (eV) = -10.72
- SMILES = COc1ccc(CN[C@H]2C[C@@H](C)[N@H+](C)C[C@H]2C)cc1OC
- energy relative to the best compared isomer or geometry (same formula, charge and spin) (eV) = 0.913
- charge = +1
- 2S+1 = 1

***

[8]
DFT (ωB97M-V/def2-TZVPD) results for an isolated molecule of C4H9NO2 in a non-equilibrium geometry.

Last column: natural (NBO) charge in e.
Element x y z (Å)
1 C 1.272 1.503 -1.976  -0.25
2 O 0.357 1.092 -0.983  -0.53
3 C 0.248 -0.296 -0.952  -0.15
4 C -0.396 -0.754 0.280  0.24
5 N -0.296 -0.139 1.386  -0.49
6 C -1.310 -0.954 2.384  0.20
7 O -0.876 -2.118 2.534  -0.77
8 H 2.285 1.135 -1.753  0.17
9 H 0.973 1.130 -2.966  0.17
10 H 1.274 2.592 -1.984  0.20
11 H 1.232 -0.777 -0.811  0.21
12 H -0.200 -0.718 -1.862  0.20
13 H -0.798 -1.774 0.356  0.25
14 H -2.268 -0.740 1.546  0.01
15 H -0.179 0.864 1.418  0.41
16 H -1.376 -0.270 3.262  0.12

Summary:
- max |F| (hartree/bohr) = 0.055
- HOMO (eV) = -7.80
- energy relative to the best compared isomer or geometry (same formula, charge and spin) (eV) = 4.753
- 2S+1 = 1